1.
60
Properties=species:S:1:pos:R:3 method="wB97M-V/def2-TZVPD" gap_ha=0.330
C 0.904 -2.550 1.037
C 0.904 -2.373 -0.465
N 0.366 -1.070 -0.784
C 1.416 -1.162 -4.477
C 1.614 -1.524 -2.994
C 0.932 -0.505 -2.020
C 2.119 0.384 -1.553
N 1.784 1.820 -1.293
H 1.222 -1.619 1.569
H -0.173 -2.338 1.499
H 1.253 -3.594 1.381
H 1.864 -2.610 -0.859
H 0.236 -3.074 -1.051
H 0.404 -0.332 -0.087
H 2.422 -1.038 -4.892
H 0.783 -0.291 -4.741
H 0.895 -1.902 -5.087
H 1.103 -2.481 -3.092
H 2.680 -1.679 -2.696
H 0.143 0.062 -2.586
H 2.593 0.016 -0.634
H 3.026 0.494 -2.221
H 1.782 1.970 -0.280
H 0.910 2.076 -1.695
H -0.902 1.371 2.746
H -1.933 0.966 3.743
O -1.279 0.548 3.186
H -2.849 0.068 0.073
H -3.840 0.656 -0.853
O -2.920 0.773 -0.592
H 3.914 3.244 -0.665
H 3.602 2.909 0.872
O 3.985 3.512 0.245
H -1.976 -0.527 2.011
H -2.582 -1.667 1.141
O -2.808 -0.847 1.587
H -0.217 3.055 2.108
H -1.030 2.305 1.034
O -1.117 2.801 1.867
H -1.435 -1.051 -1.835
H -3.012 -0.892 -2.082
O -2.225 -1.374 -2.300
H -3.196 3.671 0.302
H -3.738 2.382 -0.442
O -3.918 3.320 -0.220
H -1.749 -3.339 -1.086
H -1.827 -4.546 -0.022
O -2.059 -3.649 -0.230
H 3.839 0.235 1.832
H 4.416 1.510 2.505
O 3.626 1.146 2.083
H 3.287 -1.456 0.821
H 4.522 -2.354 1.446
O 4.093 -1.511 1.345
H 1.856 1.319 2.629
H 0.438 0.398 2.565
O 1.054 0.999 2.138
H -4.349 -0.153 1.307
H -5.291 1.063 1.560
O -5.108 0.324 0.940

---

2.
60
Properties=species:S:1:pos:R:3 method="wB97M-V/def2-TZVPD" gap_ha=0.332
N -1.019 2.317 -0.490
C -1.919 1.250 -1.027
C -3.292 1.630 -1.405
C -1.311 0.709 -2.326
N -0.115 -0.147 -2.168
C -0.906 -2.397 -1.870
C -0.238 -1.405 -2.851
C 1.304 -1.756 -3.361
H -0.126 1.934 -0.316
H -0.958 3.022 -1.243
H -2.048 0.460 -0.290
H -3.592 2.647 -1.075
H -3.618 1.596 -2.410
H -4.112 0.988 -0.953
H -1.137 1.563 -3.040
H -2.048 0.235 -2.858
H 0.738 0.265 -2.502
H -1.586 -2.957 -2.491
H -1.707 -2.009 -1.090
H -0.181 -2.950 -1.247
H -0.817 -1.396 -3.806
H 2.019 -1.978 -2.546
H 1.834 -0.733 -3.780
H 1.436 -2.596 -4.152
H 3.020 1.444 2.314
H 2.163 2.812 2.665
O 2.925 2.175 3.040
H 0.037 1.795 1.614
H -0.268 3.149 2.271
O 0.165 2.291 2.507
H 4.128 -1.237 0.478
H 3.053 -0.608 -0.420
O 3.516 -0.488 0.412
H -1.231 -3.526 0.168
H 0.311 -3.115 0.376
O -0.394 -3.788 0.431
H -0.294 -2.640 3.616
H 0.464 -1.482 4.306
O 0.332 -2.418 4.361
H 1.731 -2.298 0.920
H 2.723 -3.205 0.002
O 2.122 -2.407 -0.079
H 1.773 -0.082 0.677
H 0.515 0.243 -0.255
O 0.968 0.592 0.583
H -3.681 -1.618 -0.235
H -4.323 -0.882 0.921
O -4.317 -1.017 -0.091
H 2.425 2.280 -0.987
H 2.920 3.538 -1.544
O 2.234 2.836 -1.742
H -0.396 4.883 0.876
H 0.681 4.010 0.722
O 0.248 4.496 1.424
H 1.002 0.970 3.645
H 1.886 0.055 4.563
O 1.158 0.006 3.875
H -1.735 -1.188 3.228
H -0.723 -1.948 2.195
O -1.741 -1.921 2.459

---

3.
60
Properties=species:S:1:pos:R:3 method="wB97M-V/def2-TZVPD" gap_ha=0.308
N 1.693 1.738 -0.410
C 0.265 1.484 -0.124
C 0.062 1.815 1.317
C 0.141 3.337 1.556
C -0.087 0.056 -0.403
N -0.053 -0.228 -1.870
C -0.559 -1.645 -2.198
C -0.780 0.718 -2.709
H 1.686 2.211 -1.360
H 2.102 0.825 -0.587
H -0.363 2.253 -0.641
H 0.869 1.374 2.010
H -0.865 1.458 1.751
H 0.095 3.443 2.628
H -0.807 3.790 1.217
H 1.036 3.867 1.225
H -1.044 -0.327 0.048
H 0.766 -0.516 0.055
H -0.058 -1.824 -3.221
H -1.612 -1.787 -2.443
H -0.177 -2.239 -1.389
H -1.861 0.768 -2.504
H -0.427 1.704 -2.642
H -0.718 0.179 -3.697
H 3.768 2.247 0.340
H 3.989 1.319 1.432
O 4.120 1.370 0.490
H 0.195 -2.813 3.266
H 1.038 -1.946 2.189
O 0.192 -2.265 2.432
H 3.296 -2.507 0.347
H 3.464 -1.130 0.155
O 3.396 -1.742 0.890
H -2.437 -1.694 -0.712
H -3.698 -2.341 -1.112
O -3.119 -1.659 -1.439
H 1.249 0.325 -3.854
H 0.846 -1.170 -4.197
O 1.440 -0.462 -4.334
H -0.651 4.531 -1.171
H 0.112 4.313 -2.661
O -0.580 4.181 -2.040
H 0.264 0.588 4.517
H -1.046 -0.029 4.208
O -0.126 -0.318 4.391
H -3.846 2.778 1.891
H -3.633 1.946 0.551
O -3.650 1.906 1.507
H -2.510 -1.638 1.303
H -1.145 -2.380 1.448
O -1.922 -2.262 0.821
H -0.915 -4.202 -0.312
H 0.633 -4.162 -0.877
O -0.173 -4.649 -0.694
H 1.815 -1.028 -2.312
H 3.237 -0.789 -1.933
O 2.436 -1.198 -1.569
H -2.761 -0.195 3.262
H -3.123 1.152 3.345
O -2.348 0.643 3.517

---

Which structure above is the least stable one? 2 is the least stable one.